No. 1
14
Properties=species:S:1:pos:R:3:forces:R:3 method="wB97M-V/def2-TZVPD" homo_ev=-9.7641 gap_ev=10.614 energy_ev=-8371.1792
C -2.2430 0.0050 0.0988 -0.312 -0.005 -0.089
O -0.8834 0.0080 0.5098 0.072 -0.122 0.316
C -0.4086 -1.1947 0.8622 0.249 -0.247 0.318
O 0.5337 -1.3513 1.5812 -0.349 0.017 -0.316
H -2.6606 -1.0033 0.1956 -0.086 0.192 -0.111
H -2.3242 0.3384 -0.9374 0.023 0.039 0.135
H -2.7812 0.6740 0.7714 -0.053 -0.029 -0.184
H -0.9920 -2.0169 0.4084 0.132 -0.055 0.143
C 1.5803 1.2459 -0.8235 0.145 -0.032 0.002
C 2.3349 0.2681 -0.3338 0.018 0.144 -0.060
H 1.7903 1.6866 -1.7948 -0.044 -0.093 0.064
H 0.7302 1.6469 -0.2779 0.239 -0.050 -0.038
H 2.1595 -0.1666 0.6459 0.009 0.133 -0.223
H 3.1640 -0.1399 -0.9058 -0.042 0.108 0.042



No. 2
26
Properties=species:S:1:pos:R:3:forces:R:3 method="wB97M-V/def2-TZVPD" homo_ev=-9.1997 gap_ev=9.921 energy_ev=-9244.9240
C -2.3049 -0.4310 1.3373 0.540 -1.636 0.148
C -1.7622 -0.3054 -0.1125 -0.149 -0.041 -0.412
C -2.4704 0.8387 -0.9244 -1.696 0.285 2.051
C -0.2259 -0.1675 -0.4042 0.037 -1.647 1.343
C 0.5646 -1.4876 -0.5428 2.679 0.690 0.778
B 2.2986 -1.1370 -0.2697 -1.368 1.293 0.788
C 3.2263 0.2629 0.2915 -2.396 -3.833 -0.438
C 2.0454 1.1529 -0.0891 -1.569 0.637 1.144
C 0.5659 0.7707 0.5468 0.729 1.210 -1.709
H -2.0639 0.3497 2.0367 0.300 0.590 0.097
H -1.9786 -1.4273 1.8404 -0.475 1.572 -0.936
H -3.3982 -0.4571 1.2427 0.193 -0.105 0.193
H -2.1487 -1.2769 -0.5102 0.743 0.664 -0.331
H -1.8354 1.6054 -1.3813 -0.025 -0.404 0.101
H -3.2249 1.3630 -0.2527 1.129 -0.186 -0.478
H -3.1756 0.4173 -1.6233 0.229 -0.206 -0.827
H -0.1985 0.1324 -1.4290 0.125 1.244 -0.538
H 0.4939 -1.9237 -1.5995 0.003 0.266 1.642
H 0.3073 -2.2358 0.2536 0.128 0.328 -0.776
H 2.9034 -1.9304 -0.7449 1.576 -2.014 -1.129
H 4.1199 0.2959 -0.4548 -1.308 0.179 1.967
H 3.3699 0.1902 1.4624 0.256 0.377 -2.577
H 2.2581 2.0983 0.3757 -0.156 1.151 -0.640
H 1.8972 1.1886 -1.1874 0.269 0.407 0.560
H 0.7323 0.3624 1.5623 -0.394 0.090 -0.456
H 0.0046 1.7512 0.5766 0.602 -0.912 0.438



No. 3
122
Properties=species:S:1:pos:R:3:forces:R:3 method="wB97M-V/def2-TZVPD" homo_ev=-7.9794 gap_ev=7.954 energy_ev=-56860.3940
N 8.8140 2.5640 9.7430 2.416 0.274 -1.276
C 8.1480 2.8740 8.6310 4.974 -0.068 -5.670
N 6.8510 2.9280 8.7010 -2.853 -0.391 -0.500
O 8.8160 3.0650 7.3920 -3.116 -1.067 6.577
H 9.7790 2.2840 9.6580 -0.011 0.416 -0.531
H 8.4970 2.4110 10.6540 -1.496 -0.062 1.026
H 6.2750 2.8420 7.8390 0.729 0.547 0.806
H 6.3850 2.6420 9.5520 0.252 -0.045 -0.071
C 12.4500 1.5490 6.9550 0.237 0.231 0.287
C 13.7830 2.0890 6.4740 -3.926 4.329 4.739
C 14.6500 2.4300 7.6500 -1.490 0.485 1.774
O 14.5140 1.3090 5.8050 3.951 -5.562 -4.701
H 11.7440 1.3230 6.1990 -0.484 -0.550 -1.144
H 11.9090 2.2340 7.5650 -0.220 1.125 0.445
H 12.5870 0.7320 7.6160 0.284 -1.330 0.280
H 13.5660 2.9790 5.8960 -0.177 0.921 -0.013
H 14.8850 1.5890 8.2940 -0.162 -0.732 -0.282
H 14.1220 3.1010 8.3540 0.735 0.360 -0.580
H 15.5700 2.7200 7.2370 1.323 1.189 -0.059
H 14.0350 1.0560 5.0250 0.038 -0.562 -0.833
C 11.9940 5.5900 6.0290 1.447 3.155 2.371
C 11.0480 4.9900 7.0250 5.091 -4.853 -2.520
C 11.5710 4.8170 8.3970 1.541 -0.099 -0.886
O 9.8650 5.4220 6.9690 -7.308 4.312 0.941
H 12.4400 6.3810 6.6510 0.046 1.008 -0.558
H 11.6170 6.0440 5.1560 -1.062 0.354 -0.864
H 12.9130 5.1350 5.7630 0.455 -1.701 -0.152
H 10.9500 4.0580 6.5240 0.498 -2.555 0.267
H 12.6160 4.6210 8.2750 0.893 -0.204 0.361
H 11.1550 3.9980 8.9310 -0.760 -0.425 0.404
H 11.4730 5.7490 8.8710 -0.240 1.236 1.175
H 9.3840 4.8700 7.6230 -0.442 0.351 -1.045
C 4.1460 6.3180 9.3380 -0.915 -0.284 0.314
C 5.4200 5.7520 9.8870 -5.348 0.896 6.615
C 5.2100 4.4570 10.6630 -1.281 1.479 0.582
O 6.3400 5.5790 9.0800 7.043 -1.291 -6.861
H 3.4840 6.6250 10.1380 -0.223 0.092 0.186
H 3.6000 5.6890 8.6760 -0.534 -1.232 -0.457
H 4.3300 7.1430 8.7150 0.616 1.493 -0.558
H 5.6660 6.5080 10.6490 0.542 0.170 0.162
H 6.1060 4.0870 11.1330 0.169 0.018 0.208
H 4.8100 3.7800 9.9590 -0.441 -1.287 -0.739
H 4.4060 4.6610 11.3490 -0.177 -0.326 0.831
H 6.4310 4.6280 8.8180 0.151 1.177 0.033
C 9.3720 4.1770 12.3760 1.772 -1.255 -0.618
C 9.5190 4.7640 13.7650 -3.457 -5.214 1.672
C 10.4990 4.0910 14.7030 1.265 1.836 0.106
O 9.6990 6.0310 13.7190 0.145 6.434 0.488
H 8.4640 4.4950 11.8940 -0.310 0.322 -0.227
H 9.3770 3.0620 12.4370 0.064 0.717 -0.103
H 10.2770 4.4550 11.6980 -1.521 -0.290 1.151
H 8.5420 4.8460 14.2720 -0.391 -1.866 0.013
H 11.4950 4.0190 14.2390 -0.106 0.142 0.049
H 10.2530 3.1220 14.9970 -0.668 -1.654 0.501
H 10.5990 4.7620 15.5990 -0.095 -0.761 -0.714
H 10.4300 6.0640 13.1840 3.216 1.807 -2.170
C 4.3460 1.4370 4.9490 -0.306 0.736 0.293
C 5.2610 1.8850 6.1300 0.228 -8.248 -4.239
C 6.6870 1.7890 5.7050 1.963 1.197 0.578
O 5.1460 3.0490 6.5780 -3.182 8.194 2.842
H 3.2770 1.4550 5.1480 -0.267 0.514 0.363
H 4.4930 0.4040 4.7270 0.613 -0.858 -0.070
H 4.5230 1.9840 4.0310 0.129 0.346 -0.151
H 5.0390 1.1410 6.9110 0.296 -0.278 0.047
H 7.2100 2.7870 5.4820 -1.198 -1.232 0.634
H 6.9190 1.1660 4.9020 -0.235 -1.364 -1.505
H 7.2390 1.3480 6.5110 0.669 0.035 0.470
H 4.2050 3.1960 6.7930 0.531 0.513 0.156
C 5.5350 1.4760 13.3850 -1.036 1.732 1.880
C 6.8690 1.7300 12.7920 0.255 -2.534 10.496
C 7.8610 0.6640 13.1200 2.207 0.360 0.585
O 6.8890 1.8610 11.5910 -0.513 2.725 -13.228
H 5.5580 1.6730 14.4840 -0.028 -0.281 -0.722
H 5.1390 0.5090 13.2350 -0.290 -1.256 -0.279
H 4.8450 2.2120 12.9640 -0.184 -0.076 0.018
H 7.1960 2.6670 13.1000 0.828 1.729 1.948
H 8.8050 0.9250 12.6050 -0.393 -0.443 -0.155
H 7.5870 -0.3490 12.9410 -0.646 -0.780 -0.863
H 8.1830 0.6200 14.1160 0.181 0.224 1.915
H 6.6070 1.1030 11.1310 -0.508 -1.600 -1.088
C 12.6530 0.3430 10.4140 -1.853 -2.449 2.102
C 12.4570 1.1630 11.7130 6.399 2.353 -3.993
C 12.2960 2.6750 11.3240 2.476 0.079 -1.657
O 11.4480 0.9020 12.4230 -7.731 -3.601 3.942
H 13.4010 0.7390 9.8360 1.738 1.136 -1.463
H 11.6920 0.3470 9.8680 0.428 -0.099 0.002
H 12.9630 -0.7580 10.6010 -0.710 1.626 -0.072
H 13.3280 0.9760 12.4040 0.417 0.760 -1.093
H 13.2520 3.0850 10.8280 -1.142 -0.764 0.727
H 12.1820 3.2630 12.2110 -0.432 0.318 0.462
H 11.5230 2.9200 10.5490 0.368 -0.694 1.046
H 11.2620 -0.0690 12.4680 0.231 1.161 0.063
C 8.5950 -0.5200 9.3800 -0.535 -1.212 1.535
C 9.1720 -1.5160 8.3310 -6.464 6.776 -3.821
C 9.5600 -0.5780 7.1590 1.554 -0.658 -0.348
O 10.1830 -2.1450 8.6840 7.602 -6.698 3.084
H 7.8520 0.1990 9.0450 0.318 0.090 -0.912
H 9.3590 0.0340 9.9630 -0.125 -0.508 -0.655
H 7.9940 -1.0530 10.1270 0.384 -0.368 0.294
H 8.4590 -2.2180 7.9210 -1.309 0.180 0.129
H 8.8140 -0.1380 6.5900 -2.175 0.350 -0.983
H 10.1650 -1.1730 6.4580 0.074 0.249 0.079
H 10.1090 0.3310 7.4140 0.443 -0.383 0.654
H 10.2110 -3.0530 8.2600 0.226 1.824 0.959
C 9.6350 2.1280 4.0860 -0.218 0.216 2.811
C 8.9660 2.5590 2.8600 8.589 -2.868 -2.928
C 8.9410 1.5100 1.7830 3.044 -0.678 -0.178
O 7.7970 2.9250 2.9400 -10.190 4.487 2.177
H 9.1820 1.2760 4.5490 -0.599 -0.898 0.263
H 9.5340 2.9210 4.8530 0.233 -0.209 -0.258
H 10.6620 1.8610 4.0150 0.958 0.071 -0.517
H 9.5940 3.3920 2.5940 0.421 0.632 -1.070
H 9.7560 0.8300 1.9370 1.353 -0.143 -0.704
H 8.8890 1.9130 0.8070 0.399 0.555 -1.099
H 8.1990 0.7900 1.7830 -2.538 -0.921 0.869
H 7.3970 2.3490 3.5770 -1.235 -0.104 0.396
C 4.9980 -0.4050 10.3260 -1.579 -0.948 0.550
O 4.8080 0.3130 9.1150 0.259 -0.351 0.420
H 4.3840 -1.3460 10.3670 0.953 0.378 -0.494
H 4.4950 0.1130 11.1270 0.360 0.735 0.439
H 6.0410 -0.6220 10.5510 -0.023 -0.069 -0.106
H 4.3670 -0.3300 8.5690 -0.162 0.086 -0.808



No. 4
14
Properties=species:S:1:pos:R:3:forces:R:3 method="wB97M-V/def2-TZVPD" homo_ev="-7.8303 / -7.8343" gap_ev="6.953 / 6.960" energy_ev=-8830.8249
C 1.2992 0.5425 0.0985 0.990 1.752 -0.436
C -0.8889 0.7972 0.0305 1.276 -1.512 0.155
C 0.3738 1.5136 -0.1159 -0.003 -0.156 -0.158
C -0.0255 -0.7485 0.1813 -2.193 0.143 -0.275
C -0.3098 -1.5733 -0.8501 0.309 0.155 0.270
O -1.5131 0.9148 1.2690 -0.206 0.096 -0.014
N 2.5255 0.2637 0.0522 -0.846 -0.719 -0.126
H -2.3186 0.3777 1.2694 0.113 0.111 -0.038
H 2.8539 -0.4625 0.6799 0.111 0.245 0.136
H -1.6182 0.8180 -0.7914 0.131 -0.213 0.147
H 0.5083 2.5366 -0.4307 0.231 0.140 0.370
H -0.0412 -1.1517 1.1901 -0.018 -0.008 0.024
H -0.3767 -1.1914 -1.8618 -0.197 0.083 -0.012
H -0.4688 -2.6367 -0.7210 0.304 -0.117 -0.041